10
Properties=species:S:1:pos:R:3:mulliken_spin:R:1 method="wB97M-V/def2-TZVPD" multiplicity=6 homo_ev="-11.65 / -13.21" total_charge=+1 homo_lumo_gap_ev="7.8407 / 4.9797"
Co 1.049 0.061 2.915 3.987
O 0.666 -0.095 1.167 -0.036
O -0.931 2.431 -0.585 0.989
C 0.121 -1.107 0.477 -0.006
C 0.060 -1.154 -0.871 0.066
Li 0.382 1.513 0.119 0.006
H -1.239 2.733 -1.438 -0.014
H -0.271 -1.955 1.057 0.003
H 0.646 -0.461 -1.484 0.003
H -0.482 -1.967 -1.355 0.002


8
Properties=species:S:1:pos:R:3:mulliken_spin:R:1 method="wB97M-V/def2-TZVPD" multiplicity=4 homo_ev="-11.88 / -11.88" total_charge=+1 homo_lumo_gap_ev="5.6404 / 5.7420"
Er 1.624 0.746 -0.358 3.041
O 1.403 2.782 0.238 -0.011
C -0.659 -1.703 0.027 0.003
C -0.575 -0.381 -0.247 -0.032
H -1.478 -2.142 0.614 -0.001
H -1.385 -0.030 -0.909 0.001
H 1.025 3.158 1.031 0.000
H 0.045 -2.430 -0.396 -0.001


8
Properties=species:S:1:pos:R:3:mulliken_charge:R:1 method="wB97M-V/def2-TZVPD" multiplicity=1 homo_ev=-9.28 homo_lumo_gap_ev=10.4256
F -0.873 0.448 -1.726 -0.236
F 1.338 0.241 1.319 -0.277
C 0.027 -0.337 -1.084 -0.284
C -0.031 0.208 0.956 -0.289
H -0.699 -0.481 1.523 0.280
H -0.386 -1.297 -0.723 0.290
H 1.097 -0.067 -1.161 0.293
H -0.474 1.286 0.896 0.223